Record 1
84
Properties=species:S:1:pos:R:3 method="wB97M-V/def2-TZVPD" homo_ev=-5.89 spin_multiplicity=1 charge=0 homo_lumo_gap_ev=3.6 lumo_energy_ev=-2.27 relative_energy_kcal_mol=111.8
Cu -0.73251 -1.42641 0.23772
C 4.30365 -3.92887 3.96891
C 2.82252 -4.01753 3.64667
C 2.05750 -3.57337 4.89921
O 2.37241 -3.46033 2.39706
H 4.56281 -2.89205 4.18327
H 5.04133 -4.20834 3.21670
H 4.50150 -4.53886 4.85031
H 2.72673 -5.09774 3.53670
H 1.02407 -3.88551 4.74853
H 2.13167 -2.51931 5.16673
H 2.43860 -4.05775 5.79823
C -3.28246 -0.44054 3.04552
O -3.67964 -0.91493 1.78057
C -4.61125 -2.03493 1.87491
C -5.35282 -2.18897 0.57355
N -4.42758 -2.60376 -0.47182
C -4.90195 -2.32722 -1.82341
C -6.31890 -2.60585 -2.15548
O -7.05335 -1.54544 -1.61905
C -8.26503 -1.34135 -2.30198
H -3.08435 -1.11605 3.87770
H -4.00407 0.29770 3.39533
H -2.33218 0.09063 2.99129
H -5.34609 -1.80089 2.64520
H -4.18199 -2.97061 2.23315
H -5.74044 -1.20435 0.31206
H -6.22024 -2.84105 0.67594
H -4.35232 -3.60502 -0.36265
H -4.25563 -2.77607 -2.57767
H -4.61912 -1.31467 -2.11125
H -6.61471 -3.59230 -1.79841
H -6.27387 -2.62089 -3.24445
H -8.90876 -2.21705 -2.21917
H -8.16846 -1.06577 -3.35214
H -8.62526 -0.40224 -1.88198
C 4.36661 5.34689 1.25347
O 4.22126 3.98463 0.87272
C 4.94418 3.11839 1.74240
C 4.55367 1.65761 1.84101
N 4.64772 0.97104 0.52837
C 6.10081 0.66729 0.26689
C 6.27911 -0.21387 -1.00273
O 6.51668 0.47254 -2.20059
C 6.70394 -0.36214 -3.33774
H 5.30636 5.81003 0.95268
H 4.21159 5.60054 2.30215
H 3.65474 5.92351 0.66284
H 4.84373 3.49335 2.76093
H 6.02147 3.16154 1.58214
H 3.53601 1.64660 2.23135
H 5.17477 1.19751 2.60954
H 4.10301 0.12448 0.61034
H 6.46690 0.07603 1.10623
H 6.67193 1.59023 0.16643
H 5.40932 -0.86899 -0.95397
H 7.08637 -0.92091 -0.81166
H 6.90984 0.37328 -4.11547
H 5.76915 -0.87901 -3.55481
H 7.51775 -1.08225 -3.25253
C 0.07267 -1.23773 -3.37887
O -0.58726 -0.03099 -2.94614
C 0.14229 1.15023 -3.28955
C -0.42340 2.28484 -2.51640
N -0.30967 2.11084 -1.06126
C -1.01724 3.09609 -0.27530
C -2.61166 2.95519 -0.33486
O -3.19455 3.74285 -1.40610
C -4.57486 3.55698 -1.71974
H 1.07159 -1.40615 -2.97650
H 0.21472 -1.21205 -4.45927
H -0.49197 -2.13578 -3.12828
H 0.06366 1.26340 -4.37081
H 1.17063 1.00817 -2.95724
H -1.45587 2.16678 -2.84526
H -0.06072 3.23434 -2.91011
H 0.65934 2.22108 -0.79865
H -0.74226 4.06487 -0.69238
H -0.76507 3.05444 0.78432
H -3.03960 3.42922 0.54846
H -3.01997 1.94549 -0.29147
H -5.14264 3.64508 -0.79347
H -4.85064 2.59129 -2.14338
H -4.75417 4.36089 -2.43365

Record 2
89
Properties=species:S:1:pos:R:3 method="wB97M-V/def2-TZVPD" homo_ev=-4.40 spin_multiplicity=1 charge=-1 homo_lumo_gap_ev=6.5 lumo_energy_ev=2.11
C 3.30908 -1.55083 1.57871
O 3.98799 -0.97622 0.48426
C 3.15863 -0.74165 -0.64621
C 3.18650 0.73788 -1.07434
C 1.79756 1.37542 -0.91008
C 1.44322 1.60804 0.55633
C 0.41732 2.74006 0.71387
C -0.94676 2.40995 0.08517
C -1.71829 1.30011 0.82249
P -1.75675 -0.44728 0.06887
N -2.33488 0.14963 -1.54247
C -1.72921 -2.32208 -0.59833
F -1.21435 -2.50531 -1.86189
F -0.99191 -3.16652 0.20784
F -2.98830 -2.90501 -0.62093
H 2.31923 -1.11605 1.73704
H 3.19138 -2.63025 1.42279
H 3.89982 -1.41075 2.48399
H 3.52516 -1.35357 -1.47770
H 2.13152 -1.06598 -0.45909
H 3.47786 0.79826 -2.12418
H 3.88948 1.27374 -0.43484
H 1.79097 2.32229 -1.46218
H 1.06558 0.73000 -1.39663
H 0.97082 0.71721 0.97986
H 2.34434 1.87457 1.11478
H 0.83169 3.60033 0.17439
H 0.26057 2.99095 1.76494
H -1.53826 3.32975 0.14859
H -0.81760 2.20341 -0.97918
H -2.74964 1.62029 0.98400
H -1.28099 1.18983 1.82359
H -3.16491 -0.62642 0.43694
H -1.37513 -1.03036 1.35575
H -0.35727 -0.38097 -0.35583
H -1.53998 0.23063 -2.17073
H -3.00100 -0.49407 -1.95332
O 5.43945 4.51263 2.44921
P 6.85566 4.46782 2.09384
O 7.12141 3.98061 0.59921
C 6.52047 4.68253 -0.49969
C 7.11570 6.06012 -0.71472
O 7.56409 3.25189 2.86552
C 6.82414 2.37105 3.71741
C 6.38520 1.13733 2.96155
O 7.91435 5.60256 2.34173
C 9.17113 5.46776 3.01954
C 10.20825 4.79326 2.15277
H 5.44191 4.74589 -0.33925
H 6.68801 4.05816 -1.37566
H 6.88680 6.72760 0.11744
H 6.71138 6.50356 -1.62511
H 8.20174 6.00197 -0.79993
H 5.97520 2.88725 4.16414
H 7.49978 2.09593 4.53045
H 5.81519 1.39854 2.06957
H 5.76644 0.49885 3.59305
H 7.25262 0.56432 2.62999
H 9.04079 4.96090 3.97402
H 9.48373 6.48766 3.24485
H 9.89521 3.79107 1.86464
H 11.15061 4.72390 2.69810
H 10.37286 5.36654 1.23948
O -10.07689 -3.34864 -0.93479
P -8.79967 -3.87683 -1.41949
O -8.88869 -4.42918 -2.91867
C -9.30609 -3.55220 -3.97236
C -8.27709 -2.48587 -4.29469
O -8.49425 -5.27240 -0.67982
C -9.38858 -5.83295 0.27472
C -10.32909 -6.82401 -0.37841
O -7.41002 -3.18410 -1.32347
C -6.18395 -3.71976 -0.76761
C -5.52505 -4.70322 -1.69896
H -10.26428 -3.09836 -3.70586
H -9.47089 -4.18968 -4.84053
H -8.15546 -1.78542 -3.46785
H -8.58653 -1.92044 -5.17469
H -7.30281 -2.93598 -4.48653
H -9.94015 -5.05097 0.79634
H -8.76459 -6.33975 1.01407
H -10.86695 -6.35563 -1.20334
H -11.05348 -7.20199 0.34488
H -9.77001 -7.66749 -0.78637
H -6.36427 -4.13931 0.22020
H -5.52978 -2.86194 -0.62499
H -6.16298 -5.55863 -1.92358
H -4.60022 -5.06268 -1.24934
H -5.28388 -4.22126 -2.64735

Record 3
89
Properties=species:S:1:pos:R:3 method="wB97M-V/def2-TZVPD" homo_ev=-8.69 smiles="CC[C@H](C)[C@@H](CN)OCB(O)N(C)C.CCOP(=O)(OCC)OCC.CCOP(=O)(OCC)OCC" spin_multiplicity=1 charge=0 homo_lumo_gap_ev=8.9 lumo_energy_ev=0.23
C 4.00146 -0.98988 -0.14885
C 2.45973 -0.90950 -0.35214
C 2.09629 0.51637 -0.81857
C 2.47696 1.48666 0.33631
C 0.57786 0.72787 -1.13466
C 0.47825 1.65875 -2.38487
N 1.12978 2.96105 -2.19597
O -0.11499 -0.44885 -1.49178
C -0.74410 -1.09071 -0.38776
B -2.16483 -0.48529 0.02557
O -3.09240 -1.37588 0.54561
N -2.54735 0.92830 -0.05867
C -4.02159 1.01196 -0.08337
C -2.04957 1.52702 1.22496
H 4.40578 -1.99908 -0.23329
H 4.44908 -0.28556 -0.85758
H 4.21033 -0.61768 0.85851
H 2.00165 -1.03596 0.63863
H 2.06174 -1.70431 -0.98687
H 2.68756 0.74096 -1.71659
H 2.24812 1.01037 1.29698
H 1.91667 2.42262 0.29468
H 3.53881 1.74907 0.29511
H 0.13397 1.28744 -0.29961
H -0.55626 1.81103 -2.69443
H 1.07875 1.15560 -3.15182
H 0.81403 3.40602 -1.34564
H 2.13443 2.87429 -2.22816
H -0.09091 -1.15494 0.49922
H -0.90375 -2.13692 -0.69695
H -2.76400 -2.27901 0.44271
H -4.35718 2.00702 -0.40391
H -4.46991 0.30495 -0.78646
H -4.46561 0.80661 0.90105
H -1.40896 2.38983 0.99847
H -1.37492 0.80848 1.71378
H -2.86514 1.82276 1.88477
O 9.35801 -4.73661 -1.69621
P 8.88737 -4.33723 -0.33579
O 8.56817 -5.77494 0.40003
C 9.41699 -6.90400 0.22106
C 10.43580 -7.02806 1.33742
O 7.37932 -3.80997 -0.66284
C 6.96954 -3.53174 -2.00065
C 6.31106 -4.74548 -2.62768
O 8.79413 -3.47145 1.05949
C 9.77268 -3.61246 2.08333
C 11.17173 -3.26892 1.61714
H 9.91962 -6.87883 -0.74676
H 8.77196 -7.78481 0.22128
H 11.12129 -6.17667 1.33611
H 11.02702 -7.93732 1.22113
H 9.94479 -7.05887 2.31142
H 7.80798 -3.17947 -2.60031
H 6.24841 -2.71311 -1.95413
H 6.91100 -5.64507 -2.49164
H 6.15034 -4.58931 -3.69557
H 5.34495 -4.93743 -2.15678
H 9.72087 -4.61557 2.51293
H 9.48194 -2.92698 2.88144
H 11.46066 -3.86609 0.74525
H 11.89553 -3.44605 2.41306
H 11.23013 -2.21986 1.32339
O -10.02612 5.18988 -0.69385
P -8.98988 4.34756 -0.02398
O -9.51958 4.24880 1.53183
C -10.90131 4.08989 1.83578
C -11.26897 2.63463 2.05184
O -7.76382 5.41202 0.12839
C -7.75930 6.63980 -0.59792
C -8.37573 7.75786 0.22051
O -7.86740 3.16048 0.16213
C -8.25074 1.80401 0.35925
C -9.07628 1.25064 -0.78305
H -11.53510 4.52807 1.06357
H -11.08700 4.64955 2.75462
H -11.12993 2.05699 1.13438
H -12.31277 2.54104 2.35448
H -10.64448 2.18573 2.82593
H -8.26271 6.52631 -1.55729
H -6.71674 6.88018 -0.81477
H -9.33424 7.46363 0.64757
H -8.52397 8.64840 -0.39238
H -7.72461 8.01797 1.05713
H -8.75890 1.69458 1.32014
H -7.32495 1.23077 0.44054
H -9.96581 1.86321 -0.96728
H -9.39648 0.23120 -0.56627
H -8.49422 1.24162 -1.70582

Record 4
91
Properties=species:S:1:pos:R:3 method="wB97M-V/def2-TZVPD" homo_ev=-9.16 smiles="NC[C@H](O)CB(O)P(=O)(O)O.COCCOCCOC.COCCOCCOC.COCCOCCOC" spin_multiplicity=1 charge=0 homo_lumo_gap_ev=9.1 lumo_energy_ev=-0.04
N 1.37155 1.85521 0.09132
C 1.07416 3.27433 0.04502
C 1.11706 3.98023 -1.31467
O 2.01854 3.33634 -2.24226
C 1.52546 5.45078 -1.11243
B 3.03249 5.55444 -1.57819
O 3.35727 5.96037 -2.84646
P 4.58194 5.22410 -0.38623
O 5.38440 6.44951 -0.28032
O 4.13278 4.69442 1.08089
O 5.44786 3.97251 -0.96149
H 0.88795 1.33229 -0.63050
H 2.36326 1.69678 -0.04869
H 1.77349 3.77406 0.71851
H 0.08321 3.43563 0.47650
H 0.14405 3.91997 -1.80277
H 2.69770 2.86166 -1.74917
H 0.92624 6.10471 -1.74957
H 1.37693 5.76796 -0.07660
H 3.39168 5.24062 -3.48626
H 3.97047 3.74080 1.17083
H 5.09991 3.10081 -0.73854
C 6.48267 -0.58517 4.33427
O 6.51265 0.79898 4.07380
C 6.80836 1.13132 2.73307
C 6.02848 2.34249 2.27754
O 4.63621 2.10024 2.08486
C 3.80498 1.98433 3.24409
C 3.53823 3.29302 3.95263
O 4.67284 3.74374 4.65935
C 4.84978 5.14557 4.62878
H 7.48960 -1.01667 4.36193
H 6.01692 -0.72141 5.30866
H 5.89232 -1.12065 3.58206
H 6.58758 0.28641 2.06923
H 7.87698 1.36696 2.63799
H 6.40974 2.60838 1.28787
H 6.19968 3.18988 2.94169
H 4.16497 1.22872 3.94287
H 2.84531 1.64173 2.84532
H 2.70821 3.12899 4.65430
H 3.21851 4.04685 3.22273
H 4.74444 5.53950 3.61242
H 5.85793 5.35146 4.98344
H 4.13493 5.65788 5.28248
C -4.41451 -3.51353 0.21694
O -3.70545 -2.65279 1.07854
C -3.93410 -2.88926 2.45374
C -2.67824 -2.68834 3.27160
O -1.69999 -3.70031 3.10524
C -0.93679 -3.70693 1.91122
C 0.12894 -2.63628 1.84217
O -0.43195 -1.35454 1.64049
C 0.23029 -0.31687 2.32859
H -5.47537 -3.23845 0.16230
H -3.97886 -3.42483 -0.77762
H -4.33443 -4.55689 0.54212
H -4.30778 -3.90783 2.61187
H -4.69432 -2.18733 2.82499
H -2.97345 -2.75916 4.32148
H -2.26477 -1.69187 3.10291
H -1.57108 -3.67315 1.02301
H -0.41660 -4.66800 1.92101
H 0.79679 -2.88061 1.00353
H 0.72235 -2.65619 2.76412
H 0.41416 -0.60257 3.37146
H -0.41840 0.55769 2.32049
H 1.17230 -0.03851 1.85026
C -5.25612 -1.58601 -7.05051
O -5.34523 -2.86030 -6.45901
C -4.11757 -3.35675 -5.96456
C -4.29764 -4.14217 -4.68516
O -4.59327 -3.35970 -3.54012
C -5.88668 -2.78246 -3.44348
C -7.01040 -3.76156 -3.18968
O -7.31002 -4.53938 -4.33102
C -7.65659 -5.87362 -4.04638
H -4.77878 -1.62592 -8.03657
H -6.27157 -1.21162 -7.16871
H -4.69412 -0.88964 -6.41773
H -3.41352 -2.53513 -5.78595
H -3.67031 -4.03018 -6.70921
H -3.32776 -4.59436 -4.46241
H -5.01901 -4.94974 -4.82364
H -6.10057 -2.15406 -4.31030
H -5.83905 -2.13800 -2.56199
H -7.89876 -3.18042 -2.90497
H -6.74204 -4.40575 -2.34297
H -6.94764 -6.33039 -3.34617
H -7.62624 -6.42412 -4.98517
H -8.66554 -5.95225 -3.62502

Record 5
93
Properties=species:S:1:pos:R:3 method="wB97M-V/def2-TZVPD" homo_ev=-9.40 spin_multiplicity=1 charge=0 homo_lumo_gap_ev=9.1 lumo_energy_ev=-0.26 relative_energy_kcal_mol=0.0
C 0.36799 -3.70960 -4.76428
C -0.97043 -3.12819 -4.24970
C -1.04792 -1.58645 -4.28299
C -0.20413 -0.91806 -3.18608
N -0.01220 0.55985 -3.40559
C 0.55048 1.15574 -2.12336
C 1.24338 2.41522 -2.58939
C 2.00930 1.93631 -3.80666
C 1.14247 0.80037 -4.38728
C -1.26879 1.29048 -3.79459
H 0.33932 -4.79072 -4.63820
H 1.21390 -3.36900 -4.16295
H 0.52004 -3.41936 -5.80312
H -1.04930 -3.42507 -3.20490
H -1.73897 -3.53588 -4.90163
H -2.05451 -1.29066 -3.98011
H -0.78478 -1.20295 -5.27047
H 0.79128 -1.33546 -3.02932
H -0.68337 -1.10050 -2.22226
H -0.20759 1.39614 -1.37627
H 1.23260 0.43004 -1.68063
H 0.49143 3.15199 -2.88016
H 1.77750 2.87052 -1.75822
H 2.29399 2.73590 -4.48992
H 2.98421 1.53325 -3.52458
H 0.77706 0.97777 -5.39888
H 1.70682 -0.12299 -4.49893
H -1.42025 0.95344 -4.81843
H -1.07780 2.35720 -3.83099
H -2.07715 1.01286 -3.12619
B -0.25317 -0.23386 1.42447
F -0.80376 -1.01244 0.38585
F -0.45538 1.10729 1.03457
F -1.00541 -0.48679 2.58002
F 1.11236 -0.50565 1.50126
C -3.18972 1.40370 4.04738
C -3.87893 2.43941 4.92006
O -3.35071 2.39268 6.24145
O -1.84675 1.87539 3.82676
H -3.65409 1.41640 3.05851
H -3.12782 0.42178 4.51405
H -4.96387 2.27195 4.92677
H -3.78141 3.44600 4.50283
H -3.41371 3.29440 6.56682
H -1.42433 1.27954 3.19399
C 3.95380 0.35830 1.07196
C 3.86984 1.41309 2.16367
O 4.33693 2.66789 1.65824
O 3.30129 0.75135 -0.15034
H 3.49637 -0.56081 1.43984
H 4.99455 0.22972 0.77097
H 4.41762 1.13079 3.06091
H 2.82565 1.53997 2.47638
H 3.93514 2.68243 0.77931
H 2.38483 0.53301 0.08649
C -3.34814 -0.34665 -1.01617
C -3.59075 0.68353 0.07438
O -3.84384 1.94088 -0.56024
O -4.45688 -0.34930 -1.91202
H -3.18624 -1.33965 -0.60693
H -2.41628 -0.04386 -1.50948
H -2.83044 0.76090 0.84964
H -4.51182 0.40372 0.59991
H -3.81629 2.65070 0.08572
H -4.55218 0.57789 -2.16741
C 0.31224 -4.12348 -0.53932
C 1.73536 -3.55602 -0.62682
O 1.68047 -2.12742 -0.64261
O -0.26389 -3.70352 0.69620
H 0.35870 -5.20538 -0.63690
H -0.25539 -3.63341 -1.33296
H 2.26129 -3.84618 -1.53835
H 2.33241 -3.81208 0.25262
H 1.17197 -1.88380 0.13944
H -0.65530 -2.81966 0.57995
C 1.28852 -2.16841 4.39438
C 1.86710 -3.16301 5.38083
O 1.98944 -4.50712 4.90085
O -0.09769 -2.33774 4.21532
H 1.77540 -2.31909 3.42592
H 1.50813 -1.18860 4.83742
H 1.30008 -3.16458 6.31754
H 2.87021 -2.88794 5.70555
H 1.14065 -4.78116 4.53728
H -0.39534 -1.74023 3.49974
Cl 2.28954 5.96400 1.04141
C 1.37843 4.53219 0.44890
C 0.26124 4.08924 1.38288
Cl -0.80389 5.45744 1.82838
H 2.08817 3.71127 0.36088
H 0.96377 4.78088 -0.52433
H 0.53052 3.59089 2.30959
H -0.40325 3.40703 0.85266